Below is a cluster of 14 separate species, C33H87BBrNO19 in total, with properties calculated with ωB97M-V with the def2-TZVPD basis set.

Positions of all 142 atoms, in Å:
C 0.975 4.668 5.480
C 0.955 4.554 3.911
C 1.791 3.355 3.379
C 1.010 2.001 3.242
B 1.961 1.169 2.210
O 3.330 1.058 2.546
O 1.511 0.605 1.016
O -0.368 2.046 2.876
C -1.116 2.038 4.040
O -2.251 2.202 4.146
O -0.234 1.812 5.118
C 0.855 1.109 4.527
Br 0.089 -0.684 4.114
O 2.054 1.117 5.313
C 2.576 -0.116 5.382
N 3.243 -1.010 5.224
H 1.481 3.823 5.987
H -0.055 4.769 5.898
H 1.516 5.587 5.776
H 1.467 5.475 3.540
H -0.071 4.611 3.483
H 2.692 3.149 4.001
H 2.182 3.600 2.357
H 3.786 1.608 1.884
H 1.389 1.326 0.369
C -1.168 -3.514 0.040
C -1.939 -3.579 1.343
O -1.085 -3.269 2.443
H -0.329 -4.212 0.056
H -1.808 -3.755 -0.809
H -0.749 -2.514 -0.110
H -2.337 -4.583 1.501
H -2.776 -2.873 1.337
H -0.745 -2.378 2.301
C -0.628 -6.241 5.617
C 0.490 -6.666 4.684
O 0.040 -6.670 3.334
H -1.481 -6.915 5.522
H -0.292 -6.242 6.657
H -0.981 -5.238 5.364
H 0.826 -7.675 4.925
H 1.345 -5.986 4.769
H -0.249 -5.773 3.121
C -2.546 -3.500 -4.477
C -1.185 -3.102 -3.940
O -0.674 -4.106 -3.066
H -3.250 -3.658 -3.657
H -2.943 -2.729 -5.139
H -2.483 -4.442 -5.030
H -1.255 -2.175 -3.371
H -0.474 -2.953 -4.758
H -0.601 -4.924 -3.571
C -0.979 1.478 -3.317
C 0.394 1.866 -2.801
O 0.912 0.853 -1.944
H -1.669 1.319 -2.485
H -1.386 2.253 -3.969
H -0.930 0.540 -3.876
H 0.337 2.792 -2.225
H 1.091 2.017 -3.631
H 0.970 0.037 -2.460
C 2.380 -3.680 2.060
C 3.816 -3.937 1.647
O 4.559 -2.721 1.639
H 1.907 -2.970 1.377
H 1.800 -4.605 2.062
H 2.339 -3.238 3.060
H 3.856 -4.357 0.641
H 4.297 -4.640 2.334
H 4.530 -2.355 2.531
C -4.671 -0.392 -8.282
C -3.309 -0.004 -7.739
O -2.811 -1.023 -6.871
H -5.377 -0.551 -7.467
H -5.064 0.383 -8.941
H -4.611 -1.332 -8.840
H -3.376 0.921 -7.166
H -2.595 0.146 -8.554
H -2.745 -1.836 -7.385
C 5.955 5.149 6.726
C 4.988 5.853 5.794
O 3.643 5.481 6.094
H 5.851 4.067 6.639
H 6.987 5.423 6.498
H 5.747 5.406 7.766
H 5.185 5.576 4.757
H 5.081 6.940 5.885
H 3.468 5.735 7.007
C 8.154 1.008 8.302
C 8.330 2.503 8.114
O 7.217 3.211 8.653
H 7.238 0.668 7.816
H 9.000 0.459 7.883
H 8.065 0.760 9.363
H 8.396 2.750 7.054
H 9.243 2.852 8.608
H 7.165 3.000 9.593
C -0.402 6.470 -1.788
C 0.821 6.117 -0.964
O 0.452 5.342 0.174
H -1.120 7.030 -1.186
H -0.128 7.070 -2.658
H -0.911 5.565 -2.133
H 1.313 7.020 -0.604
H 1.540 5.546 -1.562
H 0.025 4.539 -0.146
C -4.236 0.141 5.724
C -5.669 0.546 6.012
O -5.707 1.639 6.926
H -3.726 -0.142 6.648
H -4.200 -0.702 5.030
H -3.679 0.974 5.294
H -6.219 -0.281 6.463
H -6.182 0.840 5.090
H -5.229 2.372 6.521
C -8.422 -3.155 -7.915
C -8.243 -1.800 -7.258
O -7.812 -0.833 -8.211
H -7.485 -3.486 -8.369
H -8.745 -3.903 -7.189
H -9.164 -3.101 -8.716
H -7.487 -1.853 -6.474
H -9.182 -1.459 -6.809
H -8.486 -0.780 -8.898
C 2.858 -4.215 -3.310
C 3.051 -2.722 -3.493
O 1.942 -2.006 -2.958
H 1.941 -4.544 -3.802
H 3.701 -4.772 -3.725
H 2.760 -4.465 -2.251
H 3.126 -2.474 -4.553
H 3.964 -2.385 -2.993
H 1.883 -2.220 -2.018
C -1.678 0.216 -12.103
C -3.111 0.629 -11.823
O -3.149 1.712 -10.898
H -1.179 -0.080 -11.178
H -1.642 -0.619 -12.805
H -1.110 1.050 -12.521
H -3.670 -0.199 -11.386
H -3.614 0.936 -12.746
H -2.664 2.447 -11.289

Output
**Charge**: 0



Below is a cluster of 7 separate species, C33H87BF4N5O11 in total, with properties calculated with ωB97M-V with the def2-TZVPD basis set.

Positions of all 141 atoms, in Å:
C 0.950 -1.400 -0.938
C 0.589 0.083 -0.780
C -0.642 0.222 0.098
O 1.686 0.783 -0.253
H 0.216 -1.982 -1.506
H 0.979 -1.891 0.050
H 1.938 -1.580 -1.365
H 0.395 0.444 -1.804
H -1.527 -0.377 -0.126
H -0.955 1.264 0.049
H -0.359 -0.069 1.117
C 5.333 2.481 2.437
O 5.020 2.018 1.129
C 5.342 2.988 0.161
C 4.920 2.470 -1.194
N 3.460 2.764 -1.417
H 2.848 1.950 -1.187
H 3.155 3.497 -0.782
C 3.119 3.195 -2.844
C 3.222 2.029 -3.815
O 2.700 0.857 -3.230
C 2.697 -0.243 -4.123
H 6.358 2.878 2.433
H 5.415 1.621 3.093
H 4.698 3.280 2.824
H 6.423 3.175 0.219
H 4.914 3.984 0.356
H 5.135 1.409 -1.316
H 5.445 2.957 -2.016
H 3.873 3.951 -3.044
H 2.102 3.571 -2.743
H 4.289 1.832 -3.975
H 2.693 2.301 -4.730
H 2.647 -1.132 -3.493
H 3.575 -0.331 -4.767
H 1.810 -0.240 -4.761
C -5.096 -1.648 3.086
O -4.179 -2.513 2.422
C -3.124 -1.807 1.820
C -2.129 -2.900 1.447
N -1.798 -3.778 2.656
H -1.384 -3.160 3.355
H -2.671 -4.146 3.049
C -0.829 -4.868 2.299
C -0.723 -5.915 3.394
O -2.015 -6.065 3.905
C -2.125 -6.823 5.111
H -5.776 -2.255 3.682
H -5.705 -1.077 2.383
H -4.566 -0.978 3.768
H -2.660 -1.092 2.512
H -3.443 -1.214 0.960
H -1.117 -2.599 1.194
H -2.673 -3.523 0.741
H 0.103 -4.505 1.875
H -1.377 -5.315 1.464
H 0.037 -5.666 4.142
H -0.336 -6.811 2.897
H -2.187 -6.165 5.977
H -1.284 -7.510 5.236
H -3.005 -7.454 4.996
C 6.507 -0.637 4.042
O 5.597 -0.730 2.964
C 4.374 -1.344 3.268
C 3.341 -0.920 2.256
N 3.958 -0.851 0.887
H 3.339 -0.386 0.198
H 4.860 -0.359 0.885
C 4.376 -2.181 0.315
C 4.856 -1.998 -1.095
O 5.947 -1.095 -1.115
C 6.357 -0.828 -2.447
H 7.223 0.168 3.877
H 7.036 -1.576 4.203
H 6.025 -0.315 4.973
H 4.013 -0.960 4.233
H 4.495 -2.421 3.421
H 2.953 0.090 2.380
H 2.497 -1.591 2.107
H 3.508 -2.837 0.228
H 5.103 -2.589 1.013
H 4.062 -1.577 -1.722
H 5.133 -2.983 -1.484
H 5.543 -0.541 -3.119
H 6.902 -1.697 -2.821
H 7.066 0.000 -2.470
C -2.187 -1.384 -4.234
O -3.409 -1.139 -3.595
C -3.744 0.230 -3.449
C -5.227 0.333 -3.098
N -6.100 -0.403 -4.082
H -5.910 -1.408 -4.057
H -7.075 -0.327 -3.783
C -6.053 0.048 -5.528
C -7.169 -0.552 -6.337
O -6.885 -1.899 -6.589
C -8.061 -2.648 -6.933
H -1.978 -2.448 -4.113
H -1.324 -0.862 -3.803
H -2.206 -1.196 -5.313
H -3.453 0.812 -4.327
H -3.239 0.580 -2.544
H -5.468 1.380 -2.960
H -5.293 -0.310 -2.224
H -5.064 -0.185 -5.918
H -6.116 1.135 -5.462
H -7.249 -0.025 -7.296
H -8.123 -0.332 -5.834
H -8.762 -2.054 -7.520
H -8.571 -2.940 -6.010
H -7.738 -3.547 -7.445
C -1.218 6.647 2.961
O -0.832 5.328 2.607
C -1.167 5.044 1.246
C -0.914 3.565 0.980
N 0.526 3.183 1.139
H 0.736 2.239 0.756
H 1.024 3.819 0.522
C 1.179 3.122 2.489
C 0.586 2.059 3.386
O -0.789 2.307 3.467
C -1.540 1.327 4.146
H -2.303 6.768 2.993
H -0.778 7.415 2.319
H -0.874 6.797 3.983
H -0.411 5.623 0.696
H -2.206 5.280 1.023
H -1.103 3.535 -0.098
H -1.626 2.910 1.464
H 1.026 4.073 3.004
H 2.259 3.069 2.357
H 1.036 2.110 4.382
H 0.746 1.053 2.969
H -1.260 1.249 5.200
H -1.387 0.352 3.659
H -2.592 1.572 4.025
B -4.243 1.960 0.734
F -3.196 1.122 1.185
F -5.224 2.006 1.724
F -3.733 3.273 0.527
F -4.792 1.522 -0.489

Output
**Relative energy (zero: lowest compared OMol25 entry of this formula, charge and spin)**: 0.0 kcal per mole
**Charge**: +3



Below is a structure of composition C33H88CsN7O12S, with properties calculated with ωB97M-V with the def2-TZVPD basis set.

Positions of all 142 atoms, in Å:
O 1.831 3.302 -1.707
H 1.943 2.474 -1.235
H 2.061 3.209 -2.634
H 2.293 4.007 -1.246
Cs -0.777 -0.310 -0.032
S 2.918 -0.001 -0.334
O 3.861 -0.130 -1.490
O 1.857 0.989 -0.751
O 2.189 -1.209 0.024
O 3.695 0.510 0.803
C 2.586 6.903 -5.082
C 1.948 5.634 -4.414
C 0.692 5.138 -5.173
O 0.196 3.968 -4.446
C -0.677 4.353 -3.330
N 3.059 4.667 -4.174
H 3.197 6.786 -5.977
H 3.360 7.376 -4.478
H 1.838 7.684 -5.221
H 1.670 6.014 -3.431
H 0.832 4.955 -6.238
H -0.078 5.899 -5.295
H -0.220 5.176 -2.780
H -0.744 3.535 -2.613
H -1.724 4.587 -3.519
H 3.627 4.540 -4.999
H 3.686 5.060 -3.487
C -3.602 -0.886 -4.673
C -3.331 -0.783 -3.172
C -3.480 -2.088 -2.332
O -3.485 -1.916 -0.903
C -4.278 -2.798 -0.089
N -1.943 -0.303 -3.160
H -4.603 -1.286 -4.833
H -2.837 -1.415 -5.241
H -3.601 0.146 -5.024
H -3.907 0.014 -2.702
H -2.761 -2.876 -2.554
H -4.411 -2.532 -2.685
H -5.354 -2.658 -0.190
H -3.977 -2.619 0.943
H -3.988 -3.843 -0.200
H -1.153 -0.886 -3.395
H -1.953 0.328 -3.948
C 2.102 -5.980 -0.605
C 1.700 -4.525 -0.904
C 0.270 -4.558 -1.512
O 0.251 -5.471 -2.624
C -0.517 -5.006 -3.699
N 1.799 -3.847 0.316
H 1.304 -6.404 0.006
H 3.057 -5.821 -0.104
H 2.224 -6.631 -1.470
H 2.461 -4.138 -1.582
H -0.003 -3.526 -1.733
H -0.491 -4.944 -0.834
H -1.533 -4.969 -3.307
H -0.536 -5.713 -4.528
H -0.209 -4.058 -4.141
H 1.948 -2.858 0.179
H 2.675 -4.168 0.701
C 1.758 1.387 -5.828
C 1.581 0.900 -4.449
C 1.467 -0.694 -4.363
O 0.165 -1.226 -4.731
C -0.149 -1.196 -6.079
N 2.656 1.435 -3.685
H 0.823 1.255 -6.373
H 2.461 0.853 -6.468
H 1.927 2.463 -5.873
H 0.654 1.289 -4.030
H 1.503 -0.849 -3.285
H 2.234 -1.293 -4.852
H -0.749 -2.060 -6.366
H 0.735 -1.124 -6.713
H -0.932 -0.473 -6.305
H 3.459 0.940 -4.046
H 2.666 0.996 -2.776
C -1.670 2.878 4.099
C -1.779 2.528 2.625
C -2.823 3.352 1.795
O -4.133 2.935 2.187
C -5.192 3.695 1.526
N -0.475 2.391 1.936
H -2.655 2.743 4.546
H -1.412 3.928 4.235
H -1.001 2.256 4.694
H -2.263 1.551 2.619
H -2.675 3.096 0.745
H -2.641 4.404 2.016
H -4.923 4.750 1.483
H -6.120 3.558 2.081
H -5.496 3.398 0.522
H -0.101 3.319 2.069
H 0.171 1.826 2.469
C 3.034 0.947 5.329
C 2.863 2.227 4.483
C 4.192 3.098 4.499
O 3.997 4.202 3.688
C 5.164 5.091 3.566
N 2.481 1.709 3.186
H 2.228 0.256 5.573
H 3.240 1.208 6.367
H 3.870 0.338 4.983
H 2.046 2.855 4.840
H 5.019 2.544 4.054
H 4.565 3.338 5.495
H 5.669 5.240 4.521
H 4.917 6.013 3.041
H 5.982 4.628 3.015
H 2.263 2.480 2.571
H 3.226 1.211 2.720
C -0.659 -5.825 3.532
C -1.526 -4.533 3.920
C -1.772 -4.620 5.479
C -2.300 -3.312 6.031
C -1.328 -2.200 5.706
C -1.144 -1.992 4.206
N -0.768 -3.299 3.567
O -0.715 -3.209 2.168
C -2.411 -1.289 3.632
C 0.024 -1.069 3.952
C -2.932 -4.817 3.267
H -0.446 -5.922 2.468
H -1.058 -6.772 3.898
H 0.369 -5.674 3.861
H -2.638 -5.266 5.629
H -0.884 -5.017 5.970
H -2.281 -3.508 7.103
H -3.298 -3.110 5.640
H -0.392 -2.355 6.244
H -1.713 -1.303 6.191
H -3.386 -1.592 4.013
H -2.438 -0.271 4.020
H -2.295 -1.132 2.560
H -0.133 -0.043 4.286
H 0.924 -1.459 4.426
H 0.364 -0.991 2.919
H -3.383 -5.753 3.598
H -3.090 -4.906 2.192
H -3.667 -4.047 3.502
H 0.193 -3.406 1.928

Output
**Relative energy (zero: lowest compared OMol25 entry of this formula, charge and spin)**: 97.3 kcal per mole
**Charge**: 0



Number 1: frontier orbital gap 10.0 eV, HOMO -9.76 eV. Number 2: frontier orbital gap 8.8 eV, HOMO -14.91 eV. Number 3: frontier orbital gap 7.0 eV, HOMO -7.37 eV.